No. 1
H2N2O3S2 | ωB97M-V/def2-TZVPD

Geometry as ORCA input:
```
! RIJCOSX wB97M-V def2-TZVPD def2/J DEFGRID3
* xyz 0 1
N -0.89 -1.02 -0.09
N -0.89 1.83 -0.04
O 0.89 0.42 -0.96
O 1.61 -1.68 0.16
O 0.83 0.34 1.33
S 0.58 -0.73 0.19
S 0.58 1.61 0.13
H -1.17 -1.89 -0.35
H -1.53 1.13 -0.38
*
```

Total energy in a.u.: -1132.669695
Energy relative to the best compared isomer or geometry (same formula, charge and spin) in kcal/mol: 35.5
Gap between HOMO and LUMO in eV: 10.9526
HOMO in eV: -10.91


No. 2
C14H33NO3P | ωB97M-V/def2-TZVPD

Geometry as ORCA input:
```
! RIJCOSX wB97M-V def2-TZVPD def2/J DEFGRID3
* xyz 1 1
C -2.15 1.74 3.85
C -1.68 2.41 2.57
O -0.31 2.77 2.62
C 0.57 1.80 2.13
C 2.00 2.40 2.01
O 1.96 3.80 2.18
C 2.66 4.30 3.29
P 2.08 3.80 5.00
O 3.41 2.99 5.55
H -3.05 2.21 4.24
H -1.38 1.85 4.61
H -2.34 0.67 3.73
H -1.85 1.77 1.70
H -2.22 3.35 2.41
H 0.21 1.44 1.15
H 0.61 0.93 2.79
H 2.66 1.93 2.74
H 2.39 2.21 1.00
H 3.73 4.08 3.23
H 2.55 5.39 3.23
H 1.31 2.70 4.56
H 3.78 2.39 4.91
C 2.01 -1.74 -0.25
C 2.00 -0.91 -1.53
C 0.63 -0.32 -1.89
C -0.60 -1.20 -1.71
N -0.90 -2.22 -2.80
C -1.78 -3.32 -2.23
C -3.18 -2.76 -2.36
C -3.16 -2.15 -3.76
C -1.74 -1.58 -3.91
C 0.34 -2.82 -3.38
H 1.39 -2.63 -0.32
H 3.02 -2.08 -0.03
H 1.67 -1.14 0.60
H 2.41 -1.50 -2.35
H 2.69 -0.07 -1.42
H 0.64 0.10 -2.90
H 0.45 0.53 -1.23
H -1.48 -0.56 -1.68
H -0.57 -1.73 -0.77
H -1.65 -4.20 -2.86
H -1.45 -3.54 -1.22
H -3.37 -2.00 -1.60
H -3.94 -3.53 -2.25
H -3.92 -1.39 -3.92
H -3.31 -2.93 -4.51
H -1.70 -0.50 -3.77
H -1.29 -1.82 -4.86
H 0.89 -3.33 -2.60
H 0.94 -2.04 -3.84
H 0.03 -3.54 -4.14
*
```

Total energy in a.u.: -1174.759659
Energy relative to the best compared isomer or geometry (same formula, charge and spin) in kcal/mol: 33.7
Gap between HOMO and LUMO in eV: 8.0218
HOMO in eV: -10.55


No. 3
C5H10O2 | ωB97M-V/def2-TZVPD

Geometry as ORCA input:
```
! RIJCOSX wB97M-V def2-TZVPD def2/J DEFGRID3
* xyz 0 1
C -1.64 -1.64 -0.45
O -0.65 -0.98 0.30
C 0.32 -0.36 -0.50
C -0.10 0.93 -1.22
O 0.83 1.71 -0.47
C 1.28 0.56 0.29
C 1.06 0.74 1.78
H -2.20 -0.95 -1.10
H -1.21 -2.43 -1.09
H -2.33 -2.10 0.26
H 0.82 -1.10 -1.14
H -1.14 1.23 -1.03
H 0.10 0.97 -2.30
H 2.33 0.36 0.07
H 1.82 0.20 2.36
H 1.14 1.80 2.02
H 0.07 0.38 2.09
*
```

Total energy in a.u.: -346.931874
Energy relative to the best compared isomer or geometry (same formula, charge and spin) in kcal/mol: 58.7
SMILES string: CO[C@H]1CO[C@H]1C
Gap between HOMO and LUMO in eV: 10.6837
HOMO in eV: -9.66


No. 4
C5H7NO2S2 | ωB97M-V/def2-TZVPD

Geometry as ORCA input:
```
! RIJCOSX wB97M-V def2-TZVPD def2/J DEFGRID3
* xyz 0 1
C 0.15 0.92 0.92
C 0.79 1.09 -0.40
C 0.65 -0.27 1.75
C 1.35 0.18 -1.13
C 1.29 -1.27 1.17
N -1.57 0.07 -1.55
O -2.99 -0.97 0.12
O -1.31 0.74 0.86
S 1.69 -1.49 -0.49
S -1.57 -0.67 -0.04
H 0.39 1.85 1.47
H 0.81 2.03 -0.87
H 0.24 -0.18 2.64
H 1.81 0.23 -2.17
H 1.47 -2.12 1.81
H -0.73 0.03 -2.12
H -2.47 -0.17 -1.97
*
```

Total energy in a.u.: -1196.235136
Energy relative to the best compared isomer or geometry (same formula, charge and spin) in kcal/mol: 52.9
Gap between HOMO and LUMO in eV: 9.2045
HOMO in eV: -8.71


No. 5
CH5N3O2S | ωB97M-V/def2-TZVPD

Geometry as ORCA input:
```
! RIJCOSX wB97M-V def2-TZVPD def2/J DEFGRID3
* xyz 0 1
C -0.39 -0.91 -0.27
N 0.14 -0.25 0.88
N 0.58 -0.76 -1.17
N -1.53 -1.44 -0.41
O 0.93 1.77 -0.58
O 0.07 2.72 1.43
S -0.26 1.98 0.22
H 1.15 -0.12 0.79
H -0.29 -0.40 1.76
H 1.21 0.01 -0.98
H 0.43 -0.90 -2.11
H -2.04 -1.69 0.43
*
```

Total energy in a.u.: -754.017502
Energy relative to the best compared isomer or geometry (same formula, charge and spin) in kcal/mol: 12.6
Gap between HOMO and LUMO in eV: 9.2442
HOMO in eV: -9.71


No. 6
C6H10O | ωB97M-V/def2-TZVPD

Geometry as ORCA input:
```
! RIJCOSX wB97M-V def2-TZVPD def2/J DEFGRID3
* xyz 0 1
C 2.53 -0.60 -0.63
C 1.31 -1.38 -1.07
C 0.20 -1.08 -0.43
C -0.40 -0.32 0.47
O -0.66 -0.71 1.75
C -0.89 1.06 0.17
C -2.41 1.17 0.26
H 2.64 -0.68 0.45
H 2.36 0.46 -0.87
H 3.48 -0.90 -1.09
H 1.35 -2.09 -1.90
H -0.23 -1.57 1.89
H -0.41 1.74 0.89
H -0.53 1.35 -0.83
H -2.74 2.20 0.09
H -2.74 0.85 1.25
H -2.87 0.52 -0.49
*
```

Total energy in a.u.: -309.784387
Energy relative to the best compared isomer or geometry (same formula, charge and spin) in kcal/mol: 36.4
SMILES string: CC=C=C(O)CC
Gap between HOMO and LUMO in eV: 9.4079
HOMO in eV: -8.56


No. 7
C25H38Cl3N6O8PRhS2Se | ωB97M-V/def2-TZVPD

Geometry as ORCA input:
```
! RIJCOSX wB97M-V def2-TZVPD def2/J DEFGRID3
* xyz 1 5
Rh -0.17 0.60 -0.28
O 0.00 0.52 -2.54
Se -1.15 -0.66 -2.80
O -0.47 -2.15 -2.87
O -1.90 -0.62 -1.27
O -2.17 -0.31 -3.98
C 5.39 0.07 -0.04
C 4.24 0.76 -0.76
N 3.67 -0.08 -1.81
C 2.62 -0.89 -1.68
S 1.77 -1.01 -0.17
N 2.24 -1.64 -2.70
C 2.78 -1.55 -4.05
C 4.06 -2.36 -4.23
H 5.79 0.73 0.73
H 6.20 -0.18 -0.72
H 5.04 -0.84 0.44
H 4.57 1.68 -1.23
H 3.44 1.01 -0.07
H 4.18 -0.12 -2.68
H 1.31 -2.07 -2.61
H 2.93 -0.50 -4.32
H 2.00 -1.91 -4.72
H 4.85 -2.04 -3.55
H 4.43 -2.26 -5.25
H 3.87 -3.41 -4.03
Cl -0.82 4.14 9.30
C -0.42 4.53 7.66
C 0.20 3.59 6.86
C 0.49 3.92 5.54
C 0.17 5.16 5.00
C 0.39 5.50 3.55
C 1.68 4.98 2.88
N 1.60 3.62 2.37
C 2.14 2.48 2.93
C 1.73 1.44 2.16
N 0.96 1.92 1.12
C 0.92 3.23 1.27
O -0.73 5.22 2.71
C -1.49 4.06 3.00
C -2.49 4.23 4.11
C -2.81 3.27 5.01
Cl -2.17 1.67 5.09
S -4.00 3.77 6.14
C -4.09 5.31 5.39
C -3.25 5.42 4.33
C -0.43 6.09 5.86
Cl -0.87 7.67 5.29
C -0.73 5.79 7.17
H 0.44 2.61 7.25
H 0.92 3.15 4.92
H 0.49 6.59 3.49
H 2.52 5.03 3.58
H 1.91 5.63 2.04
H 2.76 2.52 3.81
H 1.92 0.39 2.27
H 0.39 3.92 0.64
H -0.87 3.18 3.19
H -2.02 3.88 2.06
H -4.77 6.06 5.78
H -3.15 6.31 3.73
H -1.21 6.52 7.81
N -1.03 -2.89 -0.07
C -1.76 -2.99 1.21
P -1.96 -1.34 1.99
O -2.30 -1.45 3.43
O -0.81 -0.49 1.53
C -3.49 -0.60 1.25
N -3.74 0.59 2.13
H -1.02 -3.76 -0.60
H -0.05 -2.57 0.04
H -1.46 -2.13 -0.68
H -1.23 -3.63 1.91
H -2.74 -3.43 1.02
H -4.33 -1.27 1.36
H -3.38 -0.27 0.21
H -3.52 0.32 3.10
H -4.70 0.92 2.08
H -3.12 1.36 1.86
C -2.34 2.76 -2.14
C -1.68 2.39 -0.85
O -2.19 2.25 0.22
H -3.30 3.23 -1.94
H -2.46 1.84 -2.71
H -1.69 3.42 -2.72
*
```

Total energy in a.u.: -6935.951445
Energy relative to the best compared isomer or geometry (same formula, charge and spin) in kcal/mol: 0.0
Gap between HOMO and LUMO (spin up / spin down) in eV: 8.0412 / 7.2048
HOMO (spin up / spin down) in eV: -10.23 / -11.09
<S²>: 6.011


No. 8
C12H24F6GeN2PdSbSe | ωB97M-V/def2-TZVPD

Geometry as ORCA input:
```
! RIJCOSX wB97M-V def2-TZVPD def2/J DEFGRID3
* xyz -2 2
Pd -0.63 -1.07 -0.69
Se -2.90 -1.80 -1.50
C -2.87 -3.71 -1.41
C -4.03 -4.40 -1.07
C -4.04 -5.79 -1.01
C -2.89 -6.50 -1.28
C -1.73 -5.82 -1.62
C -1.71 -4.43 -1.69
H -4.93 -3.84 -0.84
H -4.96 -6.30 -0.73
H -2.90 -7.59 -1.23
H -0.82 -6.37 -1.83
H -0.78 -3.91 -1.90
N -3.29 2.51 -4.21
C -0.61 3.09 -2.02
C -0.99 1.67 -1.81
N 0.03 0.95 -1.00
H -2.59 2.99 -3.63
H -3.58 1.70 -3.68
H -2.78 2.15 -5.00
H -0.97 3.85 -1.33
H 0.25 3.30 -2.64
H -1.03 1.14 -2.77
H -1.97 1.58 -1.33
H 0.20 1.47 -0.15
H 0.96 1.07 -1.61
F 0.65 -2.62 -1.07
Sb 3.83 0.55 -1.47
F 1.87 1.55 -2.49
F 3.39 1.67 0.27
F 4.57 2.24 -2.07
F 5.62 0.07 -0.75
F 4.50 -0.13 -3.29
C -0.70 -1.26 3.97
Ge -1.53 -1.84 2.29
C -0.87 -3.60 1.80
C -3.48 -1.78 2.42
C -0.98 -0.50 0.96
H -0.90 -1.98 4.76
H -1.09 -0.29 4.28
H 0.38 -1.18 3.84
H -1.07 -4.30 2.61
H 0.20 -3.55 1.60
H -1.36 -3.95 0.89
H -3.87 -2.72 2.83
H -3.89 -1.64 1.42
H -3.81 -0.96 3.06
H -0.71 0.51 1.28
*
```

Total energy in a.u.: -6026.848610
Energy relative to the best compared isomer or geometry (same formula, charge and spin) in kcal/mol: 96.1
Gap between HOMO and LUMO (spin up / spin down) in eV: 5.0053 / 5.0064
HOMO (spin up / spin down) in eV: -1.59 / -1.59
<S²>: 0.754


No. 9
C42H54N6O3 | ωB97M-V/def2-TZVPD

Geometry as ORCA input:
```
! RIJCOSX wB97M-V def2-TZVPD def2/J DEFGRID3
* xyz 0 1
C -6.11 -0.56 -6.37
C -5.98 0.81 -6.15
C -6.53 1.75 -7.06
N -7.29 1.22 -8.09
C -7.32 -0.11 -8.29
C -6.81 -1.02 -7.46
H -5.76 -1.26 -5.64
H -5.35 1.17 -5.34
H -6.34 2.81 -7.14
H -7.91 -0.48 -9.12
H -6.92 -2.08 -7.64
C 6.24 -1.93 4.84
C 6.61 -1.84 3.53
C 7.65 -1.01 3.12
N 8.41 -0.37 4.02
C 8.10 -0.51 5.34
C 6.97 -1.20 5.77
H 5.39 -2.54 5.12
H 5.98 -2.33 2.81
H 7.99 -0.84 2.11
H 8.83 -0.09 6.02
H 6.69 -1.20 6.81
C -1.32 1.67 0.14
C -1.70 0.91 -0.97
C -0.75 -0.10 -1.38
N 0.46 -0.30 -0.76
C 0.80 0.43 0.30
C -0.06 1.38 0.75
H -2.09 2.32 0.52
H -2.66 1.06 -1.44
H -1.07 -0.87 -2.08
H 1.76 0.17 0.71
H 0.19 1.92 1.65
C 2.09 6.79 5.15
C 2.51 6.83 3.80
C 3.73 7.47 3.58
N 4.39 8.21 4.48
C 3.93 8.18 5.76
C 2.76 7.47 6.12
H 1.16 6.29 5.39
H 2.00 6.32 3.00
H 4.11 7.48 2.57
H 4.61 8.48 6.54
H 2.48 7.37 7.16
C -1.51 2.75 8.93
C -1.90 2.02 7.78
C -2.65 2.62 6.80
N -3.08 3.90 6.97
C -2.94 4.49 8.16
C -2.16 3.95 9.17
H -0.87 2.54 9.77
H -1.47 1.06 7.54
H -2.68 2.18 5.81
H -3.32 5.51 8.10
H -1.90 4.57 10.02
C -6.87 -1.77 -0.14
C -6.55 -0.62 0.66
C -5.90 -0.79 1.89
N -5.58 -2.06 2.31
C -5.95 -3.16 1.61
C -6.66 -3.04 0.41
H -7.34 -1.65 -1.10
H -6.69 0.40 0.34
H -5.55 0.10 2.41
H -5.75 -4.08 2.13
H -7.16 -3.85 -0.10
C 1.41 2.93 -8.43
C 0.83 2.65 -7.02
C -0.52 3.41 -6.88
O -0.98 3.44 -8.26
C 0.12 3.38 -9.20
H 1.95 2.05 -8.78
H 2.08 3.79 -8.33
H 1.54 2.91 -6.24
H 0.49 1.62 -6.90
H -0.23 4.42 -6.57
H -1.17 3.01 -6.10
H 0.33 4.32 -9.71
H -0.11 2.60 -9.93
C 3.27 -4.03 -4.59
C 3.78 -4.90 -5.68
C 4.13 -3.87 -6.76
O 4.03 -2.63 -6.05
C 4.07 -2.74 -4.64
H 3.20 -4.55 -3.64
H 2.19 -3.92 -4.75
H 3.02 -5.51 -6.17
H 4.69 -5.39 -5.34
H 3.43 -3.84 -7.59
H 5.16 -3.80 -7.11
H 3.71 -1.90 -4.06
H 5.10 -2.94 -4.35
C -0.29 -5.93 3.29
C -0.44 -6.86 4.44
C 0.93 -7.25 4.70
O 1.66 -6.05 4.57
C 1.16 -5.45 3.37
H -1.03 -5.13 3.34
H -0.26 -6.46 2.34
H -0.96 -7.81 4.35
H -0.92 -6.39 5.30
H 1.25 -8.06 4.05
H 1.09 -7.70 5.68
H 1.77 -5.95 2.62
H 1.19 -4.36 3.37
*
```

Total energy in a.u.: -2186.795716
Energy relative to the best compared isomer or geometry (same formula, charge and spin) in kcal/mol: 114.8
SMILES string: c1ccncc1.c1ccncc1.c1ccncc1.c1ccncc1.c1ccncc1.c1ccncc1.C1CCOC1.C1CCOC1.C1CCOC1
Gap between HOMO and LUMO in eV: 9.4861
HOMO in eV: -9.36


No. 10
CHAlF30O3P5 | ωB97M-V/def2-TZVPD

Geometry as ORCA input:
```
! RIJCOSX wB97M-V def2-TZVPD def2/J DEFGRID3
* xyz -3 1
Al -0.62 -0.44 -0.41
O -1.71 -2.42 -6.93
C -0.62 -1.76 -6.56
O -0.51 -1.53 -5.37
O 0.31 -1.48 -7.39
H -2.00 -2.62 -6.04
P 1.18 3.92 2.61
F 0.68 5.47 2.76
F 1.15 3.88 0.96
F 2.76 4.33 2.68
F 1.79 2.36 2.65
F 1.14 3.76 4.29
F -0.28 3.37 2.41
P 4.90 0.30 -2.72
F 4.30 -1.00 -3.58
F 5.67 0.66 -4.12
F 3.55 1.20 -3.06
F 5.49 1.63 -1.96
F 4.07 -0.08 -1.33
F 6.13 -0.65 -2.24
P -2.94 -0.42 6.04
F -3.28 -0.29 7.60
F -3.21 1.19 5.93
F -1.40 0.12 6.23
F -2.61 -0.48 4.49
F -2.43 -1.91 6.08
F -4.48 -1.00 5.86
P 2.41 -4.75 1.60
F 4.08 -4.64 1.36
F 2.83 -5.39 3.07
F 2.23 -3.36 2.31
F 0.82 -4.72 1.93
F 2.22 -4.11 0.14
F 2.20 -6.18 0.80
P -4.84 2.48 -2.89
F -3.25 2.77 -2.70
F -4.42 0.94 -3.27
F -4.87 1.97 -1.33
F -6.35 2.06 -3.16
F -5.29 3.89 -2.24
F -4.81 2.92 -4.53
*
```

Total energy in a.u.: -5210.401556
Energy relative to the best compared isomer or geometry (same formula, charge and spin) in kcal/mol: 122.6
Gap between HOMO and LUMO in eV: 1.3121
HOMO in eV: -5.48


No. 11
C18H19BrF3O4TeTi | ωB97M-V/def2-TZVPD

Geometry as ORCA input:
```
! RIJCOSX wB97M-V def2-TZVPD def2/J DEFGRID3
* xyz -1 3
Ti 0.02 0.34 0.42
C 3.36 0.50 -0.20
O 2.39 -0.18 0.62
C 2.85 -0.36 1.96
C 1.76 -1.04 2.71
O 0.61 -0.20 2.66
C -0.51 -0.77 3.35
H 4.26 -0.11 -0.26
H 3.57 1.48 0.22
H 2.91 0.60 -1.18
H 3.08 0.62 2.40
H 3.75 -0.98 1.97
H 2.05 -1.19 3.75
H 1.52 -2.01 2.26
H -0.26 -0.90 4.40
H -0.78 -1.72 2.90
H -1.34 -0.08 3.25
Te 0.79 2.77 1.50
C 0.06 4.47 0.49
C 0.85 5.60 0.31
C 0.35 6.73 -0.34
C -0.96 6.75 -0.82
C -1.76 5.62 -0.64
C -1.26 4.49 0.00
H 1.87 5.61 0.68
H 0.98 7.60 -0.47
H -1.35 7.62 -1.32
H -2.78 5.61 -1.02
H -1.89 3.61 0.12
Br -6.80 0.46 -0.20
C -4.90 0.52 -0.03
C -4.34 1.16 1.05
C -2.95 1.18 1.17
C -2.06 0.58 0.26
C -2.72 -0.03 -0.84
C -4.11 -0.07 -0.99
H -4.97 1.64 1.79
H -2.54 1.72 2.03
H -2.13 -0.50 -1.62
H -4.56 -0.56 -1.85
F 2.40 -2.09 -2.12
C 1.48 -2.62 -1.34
F 2.08 -3.25 -0.34
F 0.78 -3.51 -2.05
C 0.51 -1.54 -0.78
O -0.06 -1.75 0.30
O 0.44 -0.42 -1.37
*
```

Total energy in a.u.: -4989.436193
Energy relative to the best compared isomer or geometry (same formula, charge and spin) in kcal/mol: 9.1
Gap between HOMO and LUMO (spin up / spin down) in eV: 5.0404 / 6.4409
HOMO (spin up / spin down) in eV: -2.49 / -3.90
<S²>: 2.008


No. 12
C3H9NO2 | ωB97M-V/def2-TZVPD

Geometry as ORCA input:
```
! RIJCOSX wB97M-V def2-TZVPD def2/J DEFGRID3
* xyz 0 1
C -1.97 0.61 0.01
C -1.52 -0.22 -0.92
O -0.76 -1.33 -0.76
N -0.41 -1.71 0.56
H -1.76 0.49 1.06
H -2.57 1.45 -0.28
H -1.72 -0.10 -1.98
H -1.26 -1.80 1.10
H 0.16 -0.95 0.96
C 2.26 0.39 -0.07
O 1.21 0.82 0.78
H 2.74 -0.45 0.43
H 2.99 1.18 -0.22
H 1.87 0.06 -1.04
H 0.76 1.57 0.37
*
```

Total energy in a.u.: -324.832935
Energy relative to the best compared isomer or geometry (same formula, charge and spin) in kcal/mol: 87.6
SMILES string: C=CON.CO
Gap between HOMO and LUMO in eV: 10.0640
HOMO in eV: -9.18